This record from the Open Molecules 2025 dataset describes a 2-piece molecular cluster, C8H14BrN2 overall in a non-equilibrium geometry. The level of theory is ωB97M-V/def2-TZVPD.

CARTESIAN COORDINATES (ANGSTROEM)
C 3.6811 -0.5953 1.0570
C 2.8539 0.4367 0.5204
C 1.7518 1.6514 0.2095
N 1.1557 2.1362 1.5323
C 0.0259 1.2760 2.0540
C -1.3105 1.2306 1.1051
C -1.8731 -0.3396 1.1701
Br -0.7052 -1.4104 -0.0739
H 4.5897 -1.0970 1.6450
H 2.3437 2.5803 -0.2503
H 0.9525 1.3527 -0.5920
H 1.9474 2.0499 2.2380
H 0.9287 3.1725 1.5106
H -0.3222 1.7241 3.0990
H 0.4113 0.1788 2.2359
H -2.1463 1.9689 1.5250
H -1.1414 1.5401 -0.0109
H -3.0197 -0.4204 0.9502
H -1.6053 -0.7096 2.2730
C -1.4892 -2.9353 -3.1950
C -1.2899 -2.5123 -4.6412
N -1.1246 -2.1613 -5.8410
H -1.1747 -3.9743 -3.0637
H -0.8952 -2.2973 -2.5347
H -2.5444 -2.8455 -2.9223

HOMO level (eV): -12.95
Charge: +1
F_max (eV Å⁻¹): 10.262
HOMO-LUMO gap (hartree): 0.3406
Calculated total energy (eV): -81531.39184